C14H18BiF6IN2O5S2SbSe4 as an isolated structure. Source: the Open Molecules 2025 dataset; level of theory: ωB97M-V/def2-TZVPD.

Geometry as XYZ:
```
54
Properties=species:S:1:pos:R:3:forces:R:3
Bi -0.932013 0.527735 0.558306 -0.172 -0.033 0.048
C 2.979151 1.695948 0.896614 -0.005 0.008 0.016
C 2.416748 3.024106 0.376310 -0.019 -0.010 -0.003
C 2.138061 3.968698 1.541066 -0.002 0.008 -0.011
C 1.208010 2.795387 -0.517827 0.025 0.052 -0.043
C 1.328000 1.976651 -1.646172 0.008 0.013 0.002
C 0.253354 1.736934 -2.483074 -0.010 -0.005 0.010
C -0.992494 2.317383 -2.238777 0.001 0.020 -0.020
C -2.172300 1.999862 -3.115036 -0.001 -0.003 -0.003
C -1.111008 3.159663 -1.139045 0.040 -0.023 0.010
C -0.032487 3.391021 -0.281200 0.082 -0.069 0.002
H 3.868968 1.875964 1.503393 0.004 0.002 -0.008
H 3.252402 1.015333 0.089652 -0.020 -0.004 -0.003
H 2.241000 1.195601 1.527408 -0.005 -0.003 0.012
H 3.183370 3.484231 -0.259328 0.013 -0.012 0.007
H 1.353870 3.577407 2.192702 -0.001 -0.014 0.007
H 1.824665 4.956263 1.199203 -0.009 -0.002 -0.005
H 3.041822 4.091766 2.140328 0.001 0.002 -0.002
H 2.276294 1.498999 -1.862644 0.009 0.002 0.006
H 0.369324 1.058808 -3.320233 -0.001 -0.003 -0.003
H -2.020256 2.371522 -4.130534 0.001 0.001 -0.001
H -3.083598 2.446492 -2.719124 0.000 -0.002 0.001
H -2.318343 0.919525 -3.177390 -0.001 0.000 -0.001
H -2.066249 3.613750 -0.906451 0.002 -0.001 0.024
H -0.194022 4.024201 0.582960 -0.007 -0.010 0.001
F -0.699181 -2.960959 -4.463873 0.002 0.001 0.017
C -0.983160 -3.569283 -3.308624 -0.016 -0.006 -0.009
F -0.475720 -4.800746 -3.343506 0.000 0.009 0.005
F -2.306720 -3.656804 -3.192502 -0.005 -0.001 0.019
S -0.259382 -2.592557 -1.924338 0.019 0.048 -0.045
O -0.921862 -1.317781 -1.992401 -0.003 -0.013 0.046
O 1.151834 -2.644980 -2.185416 0.063 -0.018 0.078
N -0.636546 -3.504047 -0.700709 -0.038 0.029 0.114
S -1.431392 -3.125395 0.590865 -0.023 -0.009 -0.237
O -0.835886 -3.711184 1.749821 -0.022 -0.089 0.026
O -1.876364 -1.743098 0.679194 -0.032 -0.027 0.034
C -3.022939 -4.026858 0.371950 -0.040 -0.006 0.010
F -3.708088 -3.520005 -0.649455 0.026 -0.003 -0.016
F -3.752452 -3.917948 1.477397 0.022 0.002 -0.005
F -2.790208 -5.318338 0.134518 0.004 0.019 0.006
Se -3.811362 1.540257 5.071935 -0.006 0.041 -0.007
Sb -2.549300 2.343586 3.230466 -0.033 -0.006 -0.008
Se -0.361951 0.943023 3.061458 0.021 -0.001 -0.039
Se -3.389310 1.334403 1.005526 -0.022 -0.039 0.019
Se -2.001272 4.637130 2.826169 0.015 0.004 0.025
N 2.580217 -2.932388 0.662188 0.006 -0.041 -0.140
C 1.725128 -2.194688 1.369506 -0.087 -0.049 0.172
O 0.969582 -1.385110 0.837996 0.138 0.190 -0.129
C 1.637354 -2.319613 2.873723 0.037 0.061 0.021
I 2.877653 -3.769474 3.823863 -0.003 0.005 -0.014
H 2.485568 -2.898105 -0.346383 -0.050 -0.023 0.039
H 3.086823 -3.684212 1.096572 0.017 0.004 -0.009
H 0.608252 -2.570873 3.116344 0.063 -0.010 -0.004
H 1.878395 -1.357221 3.316611 0.014 0.014 -0.009
```
Positions in Å, forces in eV/Å.

## Properties
Charge: -1
Energy above the lowest of the compared OMol25 structures with the same formula, charge and spin in eV: 0.080
LUMO in eV: 1.8
E in eV: -347872.7269
Orbital gap in hartree: 0.2530
Molar mass in g/mol: 1245.91

Charges computed using natural (NBO), reported in e: atom 1 (Bi): 1.4409, atom 2 (C): -0.5994, atom 3 (C): -0.2687, atom 4 (C): -0.6143, atom 5 (C): 0.0805, atom 6 (C): -0.2490, atom 7 (C): -0.1916, atom 8 (C): -0.0397, atom 9 (C): -0.6371, atom 10 (C): -0.2185, atom 11 (C): -0.2898, atom 12 (H): 0.2058, atom 13 (H): 0.2046, atom 14 (H): 0.2168, atom 15 (H): 0.1996, atom 16 (H): 0.2349, atom 17 (H): 0.2104, atom 18 (H): 0.2058, atom 19 (H): 0.2146, atom 20 (H): 0.2215, atom 21 (H): 0.2154, atom 22 (H): 0.2216, atom 23 (H): 0.2333, atom 24 (H): 0.2415, atom 25 (H): 0.2659, atom 26 (F): -0.3156, atom 27 (C): 0.7178, atom 28 (F): -0.3113, atom 29 (F): -0.3114, atom 30 (S): 2.2789, atom 31 (O): -0.9329, atom 32 (O): -0.9482, atom 33 (N): -1.2436, atom 34 (S): 2.2955, atom 35 (O): -0.9244, atom 36 (O): -0.9828, atom 37 (C): 0.7300, atom 38 (F): -0.3074, atom 39 (F): -0.3023, atom 40 (F): -0.3111, atom 41 (Se): -0.6610, atom 42 (Sb): 1.0890, atom 43 (Se): -0.6975, atom 44 (Se): -0.6782, atom 45 (Se): -0.7230, atom 46 (N): -0.7935, atom 47 (C): 0.6884, atom 48 (O): -0.6976, atom 49 (C): -0.6136, atom 50 (I): 0.0612, atom 51 (H): 0.4364, atom 52 (H): 0.4062, atom 53 (H): 0.2878, atom 54 (H): 0.2591